No. 1
{
  "formula": "C12H35CdN3O5Pb",
  "method": "ωB97M-V/def2-TZVPD",
  "species": ["Cd", "Pb", "O", "H", "O", "H", "C", "C", "C", "O", "C", "N", "H", "H", "H", "H", "H", "H", "H", "H", "H", "H", "H", "C", "C", "C", "O", "C", "N", "H", "H", "H", "H", "H", "H", "H", "H", "H", "H", "H", "C", "C", "C", "O", "C", "N", "H", "H", "H", "H", "H", "H", "H", "H", "H", "H", "H"],
  "coordinates": [[-8.042, -18.793, 27.380], [-10.250, -17.685, 29.952], [-8.035, -17.193, 28.783], [-7.493, -16.977, 29.539], [-9.945, -19.245, 27.916], [-10.222, -20.142, 28.087], [-6.558, -22.929, 27.664], [-6.990, -21.554, 27.166], [-8.207, -21.494, 26.236], [-8.290, -20.196, 25.694], [-9.262, -20.022, 24.676], [-7.064, -20.594, 28.310], [-7.268, -23.241, 28.431], [-5.560, -22.861, 28.107], [-6.355, -23.670, 26.891], [-6.213, -21.145, 26.509], [-9.167, -21.757, 26.721], [-8.199, -22.355, 25.556], [-9.043, -19.192, 24.007], [-10.266, -19.811, 25.065], [-9.388, -20.929, 24.084], [-7.349, -21.082, 29.155], [-6.089, -20.361, 28.497], [-14.010, -19.618, 27.152], [-13.761, -19.262, 28.622], [-13.655, -20.569, 29.387], [-13.525, -20.478, 30.781], [-14.747, -20.238, 31.451], [-12.483, -18.455, 28.626], [-14.925, -20.203, 27.030], [-13.223, -20.281, 26.773], [-14.032, -18.763, 26.479], [-14.563, -18.616, 28.972], [-12.820, -21.158, 28.997], [-14.522, -21.197, 29.161], [-15.422, -21.079, 31.273], [-15.224, -19.311, 31.113], [-14.655, -20.098, 32.527], [-12.715, -17.660, 28.026], [-11.805, -18.906, 28.003], [-10.880, -21.559, 32.884], [-10.205, -20.282, 32.299], [-9.384, -20.504, 31.051], [-8.507, -19.391, 30.810], [-7.338, -19.393, 31.624], [-11.139, -19.166, 31.971], [-11.358, -21.260, 33.814], [-10.011, -22.179, 33.100], [-11.590, -21.970, 32.172], [-9.572, -19.933, 33.117], [-9.938, -20.823, 30.164], [-8.708, -21.368, 31.148], [-7.582, -19.464, 32.683], [-6.809, -18.463, 31.432], [-6.656, -20.213, 31.384], [-11.916, -19.680, 31.533], [-11.536, -18.766, 32.817]],
  "total_charge": 2,
  "gap_ev": 9.417,
  "e_homo_ev": -15.22
}


No. 2
{
  "formula": "C14H17N4O8SV",
  "method": "ωB97M-V/def2-TZVPD",
  "species": ["V", "C", "C", "N", "C", "C", "N", "C", "O", "O", "C", "O", "O", "H", "H", "H", "H", "H", "O", "C", "O", "O", "C", "N", "C", "C", "N", "C", "S", "H", "H", "H", "H", "H", "H", "C", "C", "C", "O", "H", "H", "H", "H", "H", "H"],
  "coordinates": [[-0.128, 0.096, -0.040], [-1.732, 3.690, 0.287], [-2.343, 2.396, 0.678], [-1.840, 1.180, 0.503], [-2.766, 0.284, 0.994], [-3.843, 0.962, 1.474], [-3.549, 2.283, 1.263], [-5.148, 0.613, 2.129], [-5.408, -0.659, 2.323], [-5.871, 1.518, 2.432], [-2.486, -1.149, 0.826], [-3.209, -2.036, 1.187], [-1.345, -1.325, 0.149], [-0.773, 3.524, -0.198], [-1.599, 4.331, 1.160], [-2.383, 4.221, -0.408], [-4.193, 3.023, 1.524], [-4.710, -1.263, 1.991], [1.798, -2.399, -0.743], [1.156, -1.514, -0.527], [0.424, 0.107, 1.489], [0.948, 0.227, 2.597], [4.331, 0.462, 0.622], [3.607, 1.524, 1.313], [4.016, 2.131, 2.479], [3.088, 3.063, 2.800], [2.128, 3.005, 1.823], [2.444, 2.059, 0.927], [1.577, 1.714, -0.543], [5.283, 0.318, 1.124], [4.505, 0.749, -0.412], [3.762, -0.465, 0.670], [4.929, 1.850, 2.974], [3.037, 3.756, 3.621], [1.307, 3.586, 1.769], [-1.324, -1.480, -3.232], [-1.192, -0.027, -2.950], [-1.753, 0.999, -3.862], [-0.612, 0.348, -1.915], [-1.887, -1.683, -4.137], [-1.795, -1.968, -2.374], [-0.322, -1.907, -3.332], [-1.975, 0.603, -4.847], [-1.088, 1.860, -3.922], [-2.692, 1.343, -3.412]],
  "total_charge": 2,
  "gap_ev": [6.706, 6.725],
  "relative_energy_kcal_mol": 15.88,
  "e_homo_ev": [-15.75, -15.75]
}


No. 3
{
  "formula": "C16H19F3N3O3Pt",
  "method": "ωB97M-V/def2-TZVPD",
  "species": ["Pt", "C", "C", "O", "C", "C", "C", "N", "N", "C", "O", "C", "C", "C", "C", "C", "C", "H", "H", "H", "H", "H", "H", "H", "H", "H", "H", "H", "H", "C", "N", "C", "C", "O", "H", "H", "H", "H", "H", "H", "H", "F", "C", "F", "F"],
  "coordinates": [[0.375, -0.685, -1.343], [0.798, 1.809, -4.761], [0.994, 1.275, -3.356], [0.434, 0.131, -3.169], [1.752, 2.023, -2.476], [2.075, 1.732, -1.114], [2.903, 2.716, -0.337], [1.655, 0.648, -0.540], [1.952, 0.435, 0.806], [1.295, -0.598, 1.240], [0.477, -1.343, 0.558], [1.476, -0.986, 2.672], [2.185, -0.174, 3.554], [2.319, -0.539, 4.884], [1.754, -1.723, 5.345], [1.053, -2.537, 4.467], [0.910, -2.169, 3.137], [0.069, 1.190, -5.278], [1.736, 1.788, -5.318], [0.444, 2.841, -4.737], [2.138, 2.957, -2.862], [3.186, 3.556, -0.968], [3.798, 2.232, 0.056], [2.339, 3.076, 0.524], [2.618, 0.743, 3.178], [2.864, 0.103, 5.566], [1.859, -2.006, 6.386], [0.613, -3.463, 4.819], [0.360, -2.786, 2.439], [-4.066, -1.255, -0.112], [-3.386, 0.009, -0.251], [-3.770, 0.864, -1.350], [-2.270, 0.289, 0.466], [-1.546, 1.245, 0.283], [-5.131, -1.104, 0.099], [-3.621, -1.817, 0.707], [-3.963, -1.849, -1.022], [-4.846, 1.060, -1.309], [-3.524, 0.397, -2.306], [-3.221, 1.798, -1.266], [-2.065, -0.469, 1.239], [-2.078, -1.536, -2.625], [-0.955, -2.060, -2.000], [-0.492, -2.968, -2.921], [-1.497, -2.853, -1.006]],
  "total_charge": -1,
  "gap_ev": 7.214,
  "relative_energy_kcal_mol": 0.00,
  "e_homo_ev": -4.17
}


Number 1: molar mass 621.0 Da. Number 2: molar mass 452.3 Da. Number 3: molar mass 553.4 Da.